Entry 1:
DFT (ωB97M-V/def2-TZVPD) results for a structure of composition C31H31N4O4S2Se2Ti.

For the frontier orbital gap (alpha / beta), the calculation gives 6.86 / 6.47 eV. Its expectation value of S² is 0.76. The LUMO energy (alpha / beta) comes out at 0.00404 / -0.03321 Ha. As for the spin multiplicity: 2. For the HOMO energy (alpha / beta), the calculation gives -0.2482 / -0.2708 Ha.

Each line ends with the Mulliken charge.
Element x y z (Å)
Ti1 -0.457 0.199 -0.100  0.426
O1 1.299 0.031 -0.260  1.242
N1 2.605 -0.093 0.009  0.059
C1 3.124 -1.322 -0.222  -0.186
C2 4.442 -1.597 -0.042  -1.160
C3 5.294 -0.563 0.378  -0.149
C4 4.772 0.679 0.595  -1.108
C5 3.391 0.967 0.440  0.731
S1 2.814 2.511 0.747  -0.304
H1 2.400 -2.054 -0.558  0.031
H2 4.811 -2.594 -0.226  0.463
H3 6.349 -0.746 0.527  0.395
H4 5.397 1.506 0.893  0.466
N2 -0.539 2.563 0.838  -0.355
C6 -1.870 2.604 1.443  -0.687
C7 -2.235 1.160 1.798  0.588
O2 -2.679 0.857 2.885  -0.685
O3 -1.996 0.342 0.819  -0.404
H5 0.194 2.557 1.536  0.035
H6 -0.372 3.366 0.244  0.362
H7 -2.591 2.937 0.693  0.384
H8 -1.950 3.242 2.324  0.490
Se1 -1.810 -1.515 -1.597  -0.110
Se2 0.421 -3.353 -1.283  -0.178
C8 -0.154 -3.330 0.517  0.308
C9 -0.239 -4.533 1.226  -0.956
C10 -0.777 -4.528 2.496  -0.361
C11 -1.207 -3.318 3.028  -1.021
C12 -1.074 -2.173 2.269  -0.494
N3 -0.543 -2.159 1.040  0.630
C13 -0.943 -0.955 -3.202  0.073
C14 -1.553 -1.001 -4.449  -0.890
C15 -0.833 -0.552 -5.543  -0.311
C16 0.469 -0.112 -5.362  -0.929
C17 0.996 -0.127 -4.081  -0.246
N4 0.301 -0.520 -3.019  0.521
H9 0.096 -5.444 0.750  0.447
H10 -0.881 -5.451 3.053  0.416
H11 -1.653 -3.271 4.012  0.497
H12 -1.422 -1.223 2.647  0.486
H13 -2.562 -1.378 -4.547  0.450
H14 -1.270 -0.560 -6.533  0.413
H15 1.061 0.238 -6.195  0.452
H16 2.023 0.170 -3.896  0.388
C18 1.168 4.813 -3.154  -0.782
C19 1.798 3.749 -2.483  -0.908
C20 1.063 2.690 -2.030  -0.267
C21 -0.346 2.631 -2.176  0.060
C22 -1.135 1.586 -1.579  1.643
C23 -2.491 1.638 -1.829  -0.928
C24 -3.100 2.643 -2.610  -1.021
C25 -2.357 3.658 -3.133  -0.926
C26 -0.961 3.685 -2.913  1.232
C27 -0.176 4.765 -3.383  -0.879
H17 1.757 5.657 -3.488  0.391
H18 2.869 3.768 -2.321  0.481
H19 1.552 1.874 -1.529  0.611
H20 -3.151 0.895 -1.395  0.296
H21 -4.170 2.607 -2.777  0.409
H22 -2.817 4.456 -3.703  0.376
H23 -0.672 5.565 -3.921  0.416
O4 0.375 0.228 2.199  -0.847
S2 1.191 0.663 3.382  0.052
C28 1.159 -0.743 4.570  -0.762
C29 0.010 -0.510 5.536  -0.421
C30 0.007 0.992 5.804  -0.911
C31 0.037 1.640 4.429  -0.068
H24 2.122 -0.697 5.082  0.590
H25 1.086 -1.668 4.000  0.257
H26 0.135 -1.082 6.457  0.433
H27 -0.936 -0.800 5.074  0.170
H28 0.891 1.279 6.380  0.325
H29 -0.881 1.305 6.354  0.403
H30 0.361 2.681 4.441  0.553
H31 -0.932 1.545 3.942  -0.198



Entry 2:
DFT (ωB97M-V/def2-TZVPD) results for a structure of composition C31H31N7O4PPbSe.

For the frontier orbital gap, the calculation gives 7.72 eV. The LUMO energy comes out at -0.09550 Ha. As for the spin multiplicity: 1. The net charge is +1. For the HOMO energy, the calculation gives -0.3791 Ha.

Each line ends with the Mulliken charge.
Element x y z (Å)
Pb1 0.188 0.969 -1.240  1.469
C1 0.426 2.494 -4.850  -1.492
C2 0.858 1.200 -4.219  0.708
C3 2.115 1.081 -3.615  -0.457
C4 2.557 -0.145 -3.117  -0.454
C5 1.744 -1.267 -3.205  -0.312
C6 0.476 -1.148 -3.764  -0.642
C7 0.034 0.071 -4.256  -0.231
H1 0.770 2.529 -5.886  0.430
H2 0.853 3.353 -4.332  0.301
H3 -0.660 2.584 -4.861  0.290
H4 2.762 1.949 -3.563  0.376
H5 3.538 -0.217 -2.665  0.391
H6 2.086 -2.218 -2.820  0.495
H7 -0.175 -2.012 -3.805  0.459
H8 -0.959 0.151 -4.681  0.330
O1 -2.410 3.029 1.358  -0.589
C8 -2.285 1.852 1.445  0.168
O2 -1.754 1.039 0.473  -0.172
C9 -2.558 0.838 2.542  -0.864
P1 -1.767 -0.423 1.492  0.794
C10 -0.334 -1.072 1.984  0.377
C11 0.471 -0.363 2.985  -0.760
C12 1.551 -0.868 3.587  -1.860
C13 2.031 -2.280 3.477  0.090
C14 0.880 -3.382 2.024  -0.986
C15 0.279 -2.204 1.212  -0.691
C16 -2.814 -1.487 0.526  0.498
C17 -3.062 -2.777 1.008  -0.242
C18 -3.855 -3.640 0.272  -0.753
C19 -4.393 -3.224 -0.940  -0.545
C20 -4.146 -1.945 -1.418  -0.917
C21 -3.359 -1.065 -0.688  -0.434
H9 -3.622 0.676 2.712  0.443
H10 -2.061 1.055 3.484  0.375
H11 0.204 0.661 3.227  0.370
H12 2.095 -0.227 4.270  0.483
H13 2.846 -2.451 4.177  0.583
H14 0.667 -4.342 1.555  0.459
H15 -0.376 -2.554 0.420  1.087
H16 -2.633 -3.095 1.950  0.446
H17 -4.054 -4.636 0.643  0.438
H18 -5.010 -3.903 -1.514  0.417
H19 -4.566 -1.626 -2.362  0.498
H20 -3.170 -0.071 -1.072  0.430
N1 4.376 3.161 1.659  -0.706
N2 3.026 3.003 1.423  1.086
N3 2.119 3.808 1.931  -0.899
C22 1.014 3.343 1.374  -0.679
N4 1.274 2.289 0.591  0.631
N5 2.579 2.099 0.615  -0.388
H21 4.469 3.839 2.407  0.331
H22 4.762 2.268 1.946  0.265
H23 0.036 3.770 1.521  0.509
Se1 2.104 -1.753 0.481  -0.119
C23 2.334 -2.898 2.050  1.124
C24 3.403 -3.920 2.112  -0.865
C25 3.352 -4.962 2.945  -0.439
N6 2.330 -5.335 3.850  -0.558
C26 1.295 -4.649 4.117  -0.587
C27 0.864 -3.313 3.562  0.100
H24 4.278 -3.811 1.482  0.346
H25 4.180 -5.659 2.949  0.397
H26 0.604 -5.107 4.826  0.382
H27 -0.042 -2.961 4.055  0.582
O3 0.693 4.841 -1.175  -0.629
C28 -0.330 4.384 -1.623  -0.269
C29 -1.534 5.171 -2.131  -0.394
C30 -2.545 4.103 -2.559  -0.614
C31 -1.824 2.806 -2.279  0.317
O4 -2.231 1.658 -2.466  -0.636
N7 -0.601 3.030 -1.744  0.719
H28 -1.210 5.818 -2.946  0.300
H29 -1.893 5.816 -1.331  0.279
H30 -2.822 4.148 -3.612  0.332
H31 -3.469 4.121 -1.981  0.277



Entry 3:
DFT (ωB97M-V/def2-TZVPD) results for a structure of composition C31H32AsN4S3Ti.

For the frontier orbital gap, the calculation gives 6.88 eV. The LUMO energy comes out at 0.07578 Ha. As for the spin multiplicity: 1. The net charge is -1. For the HOMO energy, the calculation gives -0.1771 Ha.

Each line ends with the Mulliken charge.
Element x y z (Å)
Ti1 0.423 0.513 -0.012  -1.101
C1 -2.875 3.642 -0.413  -0.900
C2 -3.879 3.088 0.381  -0.936
C3 -3.609 1.944 1.105  -0.603
C4 -2.336 1.362 1.021  0.517
C5 -1.333 1.845 0.178  0.228
C6 -1.646 3.017 -0.525  0.097
C7 -1.933 0.282 1.936  1.138
C8 -2.792 -0.213 2.959  -0.839
C9 -2.310 -1.081 3.879  -1.155
C10 -0.957 -1.479 3.838  1.326
C11 -0.398 -2.364 4.787  -0.874
C12 0.918 -2.715 4.706  -0.582
C13 1.720 -2.188 3.671  -0.884
C14 1.202 -1.342 2.733  -0.560
C15 -0.160 -0.973 2.793  -0.263
N1 -0.676 -0.120 1.849  0.995
H1 -3.071 4.554 -0.967  0.419
H2 -4.856 3.554 0.439  0.365
H3 -4.387 1.527 1.730  0.343
H4 -0.911 3.438 -1.203  0.262
H5 -3.821 0.110 2.996  0.334
H6 -2.951 -1.471 4.663  0.399
H7 -1.035 -2.752 5.574  0.373
H8 1.352 -3.390 5.433  0.388
H9 2.765 -2.465 3.612  0.467
H10 1.822 -0.972 1.930  0.587
S1 1.568 2.510 0.984  -0.450
C16 3.256 2.288 1.298  1.059
C17 3.910 3.310 2.081  -0.230
N2 4.427 4.126 2.707  -0.577
C18 3.978 1.239 0.838  0.206
S2 3.223 -0.029 -0.096  -0.520
C19 5.378 1.116 1.131  -0.042
N3 6.507 0.998 1.326  -0.589
C20 3.101 0.471 -3.412  -0.997
N4 3.031 1.542 -2.410  0.711
C21 4.306 2.256 -2.297  -1.122
C22 1.920 2.504 -2.635  -1.150
C23 0.616 1.863 -3.020  0.819
C24 0.154 2.103 -4.322  -0.627
C25 -1.044 1.578 -4.767  -0.796
C26 -1.789 0.798 -3.889  -0.754
C27 -1.325 0.556 -2.608  0.587
C28 -0.109 1.065 -2.118  0.361
H11 3.953 -0.166 -3.172  0.369
H12 3.224 0.888 -4.415  0.378
H13 2.190 -0.121 -3.372  0.317
H14 2.882 0.877 -1.415  -0.068
H15 4.589 2.695 -3.257  0.357
H16 5.082 1.565 -1.968  0.369
H17 4.207 3.046 -1.553  0.377
H18 2.243 3.202 -3.414  0.536
H19 1.814 3.067 -1.706  0.195
H20 0.753 2.721 -4.987  0.305
H21 -1.394 1.774 -5.774  0.337
H22 -2.737 0.375 -4.206  0.401
H23 -1.930 -0.061 -1.954  0.185
C29 -1.082 -4.873 -0.524  -1.142
As1 -1.649 -3.580 0.839  0.484
C30 -2.892 -4.803 1.764  -1.317
C31 -3.030 -2.716 -0.258  -0.931
S3 0.517 -1.487 -0.685  -0.618
H24 -1.939 -5.429 -0.908  0.360
H25 -0.364 -5.563 -0.082  0.359
H26 -0.593 -4.331 -1.332  0.315
H27 -3.521 -5.360 1.065  0.381
H28 -3.533 -4.225 2.435  0.328
H29 -2.322 -5.509 2.372  0.389
H30 -3.760 -3.448 -0.607  0.533
H31 -2.546 -2.234 -1.105  0.131
H32 -3.533 -1.948 0.333  0.241



The following energy relative to the best compared isomer or geometry (same formula, charge and spin) values (in eV) correspond, in order, to the records above: 1.122; 3.117; 0.779.
The following maximum force values (in eV/A) correspond, in order, to the records above: 1.94; 0.22; 1.62.